[1]
Molecular formula: C9H9N2O2
Method: DFT, ωB97M-V/def2-TZVPD

```
22
Properties=species:S:1:pos:R:3:forces:R:3:nbo_charge:R:1
O -1.720538 0.392073 -2.033784 -1.05 0.51 -1.26 -0.419
H -0.415933 1.375554 3.988321 0.39 -0.08 0.39 0.242
C 0.231721 -1.874584 -2.958666 -0.42 -1.21 4.99 -0.250
H 1.333198 0.104601 2.638081 2.91 -1.30 1.50 0.221
C -0.893027 0.469806 -1.219635 1.33 -1.16 0.82 0.696
C 0.568069 0.563317 2.181539 -4.98 1.66 -1.50 -0.152
H -2.807649 1.789224 0.527381 0.55 -0.19 -0.18 0.253
C -0.855155 0.874982 0.185191 -1.25 0.44 0.65 -0.179
H 0.997197 -2.609369 -2.858972 0.17 -1.14 0.04 0.194
C 0.256785 0.409066 0.834569 2.42 -0.98 -0.50 -0.074
C -0.477520 1.201407 2.933718 0.80 -0.49 -1.00 -0.143
N 2.260310 -0.807762 -0.042109 0.79 0.17 2.00 -0.709
H 2.874905 -0.799844 0.826320 -1.96 0.34 -1.29 0.453
N 0.424203 -0.211617 -1.365412 0.52 -0.12 -1.21 -0.143
C 1.073277 -0.289524 -0.239575 0.45 1.08 2.67 0.545
C -1.847277 1.443733 0.926499 -1.15 0.74 0.70 -0.109
H -0.082339 -1.883159 -3.918482 -1.12 0.87 -3.02 0.213
H 2.773995 -1.101127 -0.812239 0.85 -0.75 -1.84 0.424
C -1.640478 1.607003 2.308026 0.76 0.03 -1.22 -0.175
H -2.369268 2.164110 2.829690 -0.74 0.21 0.76 0.239
H -0.665481 -2.129374 -2.195969 2.15 0.73 -1.94 0.201
O 0.981006 -0.688514 -2.534494 -1.43 0.63 0.43 -0.328
```
Positions in Å, forces in eV/Å.

- structure (SMILES) = CON1C(=[NH2+])c2ccccc2C1=O
- energy above the lowest of the compared OMol25 structures with the same formula, charge and spin (eV) = 2.649
- Kohn-Sham gap (eV) = 9.14
- total energy (eV) = -16545.35134
- total charge = +1
- HOMO energy (eV) = -13.91

=====

[2]
Molecular formula: C5H8IN2O
Method: DFT, ωB97M-V/def2-TZVPD

```
17
Properties=species:S:1:pos:R:3:forces:R:3:nbo_charge:R:1
C 0.324376 -0.986704 -3.376753 -2.21 -1.27 0.30 -0.071
H 0.941158 -1.428584 -4.154331 0.27 0.49 0.41 0.281
C -1.231269 0.867477 -0.775916 4.78 -0.91 0.25 -0.217
H 1.924923 0.404528 -0.174703 -0.85 -0.19 1.05 0.242
H 0.141798 0.218892 1.506144 -0.53 2.36 2.55 0.188
H -0.629994 1.727599 -0.538823 -0.35 0.36 -0.28 0.248
H 1.062074 0.974549 -2.581403 -0.16 0.24 0.21 0.278
H 2.105261 -1.166399 0.462297 0.67 -1.16 0.82 0.288
N -0.804560 0.158382 -1.864333 1.48 0.42 -1.15 0.028
O -1.487357 -0.954550 -2.227171 -0.88 0.11 1.42 -0.078
C 0.102096 -0.468460 0.773268 -0.19 -0.97 -3.55 -0.220
H 1.350537 -0.893043 -1.095190 -0.53 -0.11 2.29 0.233
C 1.366410 -0.547257 0.037094 0.54 1.01 -3.76 -0.742
C 0.335604 0.184052 -2.592630 -0.65 -0.20 -0.02 -0.047
H -2.141227 0.662177 -0.407129 -3.13 -0.49 1.03 0.243
N -0.788036 -1.670670 -3.079467 1.78 0.51 -1.63 -0.001
I -1.050653 -2.110778 1.102289 -0.01 -0.21 0.06 0.346
```
Positions in Å, forces in eV/Å.

- energy above the lowest of the compared OMol25 structures with the same formula, charge and spin (eV) = 5.455
- Kohn-Sham gap (spin up / spin down) (eV) = 7.12 / 7.12
- total energy (eV) = -18429.70077
- total charge = +1
- HOMO energy (spin up / spin down) (eV) = -12.62 / -12.62

=====

[3]
Molecular formula: C26H66BN3O28P7S
Method: DFT, ωB97M-V/def2-TZVPD

```
132
Properties=species:S:1:pos:R:3:forces:R:3:lowdin_charge:R:1
H -2.654862 -2.637341 -0.782032 0.03 0.00 0.02 0.055
H -10.641489 -4.654246 -5.319746 0.09 0.03 0.07 0.086
O 3.463994 3.076455 8.820537 0.04 0.10 -0.13 -0.210
H -0.584884 -7.642243 -0.868154 -0.06 0.03 0.01 0.090
H 0.779802 2.229693 4.350376 -0.24 -0.14 0.36 0.091
H -2.983663 3.272542 0.053248 -1.15 1.14 0.25 0.046
P -1.757049 3.574561 4.513383 -2.88 0.30 0.83 0.606
H -0.784872 -0.936539 -4.538319 0.04 0.02 -0.02 0.072
H -3.893299 2.877555 2.430115 0.06 -1.42 -0.45 0.102
H -2.423632 -0.068572 5.341838 0.05 0.09 -0.04 0.125
C 1.558585 0.896853 2.700720 -0.23 0.02 0.02 -0.005
O -2.132586 -4.647165 -0.499284 0.06 -0.05 -0.17 -0.203
H 2.143892 6.898781 6.628109 0.02 0.03 0.01 0.095
O 4.627399 3.827018 6.747551 0.17 -0.24 0.15 -0.232
H -5.998460 -7.309352 -7.154982 -0.06 0.04 0.00 0.086
H 4.875688 2.892222 4.885948 -0.06 -0.01 0.02 0.092
H -0.062493 -5.055246 -4.244243 -0.01 0.00 0.01 0.087
H 0.983479 2.466023 -8.789377 -0.12 0.00 0.01 0.087
H 1.642547 -3.064193 -7.516951 0.02 -0.04 0.07 0.072
H -4.187945 -0.967877 4.196446 0.04 0.04 -0.40 0.053
O -0.505924 2.454586 2.559670 -0.25 -0.34 -0.86 -0.051
O 5.566309 -5.150644 -6.867608 -0.10 0.06 0.07 -0.215
P -8.129356 -6.897988 -4.512348 0.11 -0.05 0.19 0.320
C 4.235210 0.217678 7.945480 -0.07 -0.16 0.04 -0.088
H 4.543283 0.155103 8.990663 -0.01 0.03 -0.01 0.083
H 6.903248 -2.237190 -5.763280 0.01 -0.05 -0.05 0.089
C -2.842825 2.955229 2.148836 0.37 0.01 -0.87 -0.135
O -2.164227 -0.411125 -7.245566 0.18 0.01 -0.11 -0.199
H 1.440261 0.760799 -8.986550 0.00 -0.03 0.05 0.089
P -0.658645 -0.001439 -6.999848 -0.07 0.03 0.12 0.337
O -7.212120 -6.770902 -3.241723 -0.28 0.04 -0.10 -0.200
H 4.672506 -0.610819 7.393927 0.02 0.05 -0.05 0.089
H 2.794744 -1.858735 -6.939050 -0.02 -0.03 0.03 0.078
H -3.152864 1.529945 5.238553 0.18 0.02 -0.13 0.079
C -2.955871 0.615318 4.680518 -0.43 -0.25 -0.50 -0.178
H 2.112757 9.394359 5.258451 0.03 -0.02 0.00 0.091
O 5.771195 -2.731892 -7.408706 0.04 -0.17 -0.04 -0.204
H 5.528813 3.164196 9.188895 -0.03 0.01 -0.04 0.087
C -0.489398 -6.876919 -1.635403 0.18 -0.10 0.02 -0.090
C -0.986180 0.130180 -4.440653 -0.08 -0.09 0.29 -0.071
B 0.293912 1.561961 3.452255 0.69 0.06 -0.84 -0.732
H 3.148810 0.153858 7.878555 0.01 0.02 -0.06 0.091
O -1.799590 -6.522890 -2.093709 -0.12 0.07 0.01 -0.202
C 4.773073 3.888462 5.314412 0.10 0.07 -0.24 -0.074
H -3.745644 0.570261 -8.122517 0.06 -0.03 -0.03 0.090
O -0.713780 0.544754 3.857985 -0.13 -0.38 0.19 0.029
O -1.280218 2.879284 5.897879 0.89 1.15 -0.76 -0.144
H 0.046527 -6.022001 -1.225529 -0.05 0.02 0.00 0.089
C -2.770483 -3.433253 -0.048661 -0.14 0.23 0.12 -0.079
N -2.461600 -0.072716 2.377718 1.17 0.71 -0.93 0.157
H -6.723650 -5.169034 -2.028020 -0.08 -0.07 -0.01 0.094
H -6.267071 -8.323863 -5.724570 -0.05 0.01 -0.01 0.087
H -1.775952 -4.725379 -4.607461 -0.03 0.04 0.03 0.088
C -6.106348 -7.303091 -6.072627 0.17 -0.06 -0.03 -0.090
H 5.822586 -6.854923 -8.016854 -0.04 0.03 -0.03 0.088
O -1.115289 -4.173806 -2.697237 -0.07 -0.03 0.08 -0.215
H -0.968242 5.055368 3.225784 0.26 -0.02 -0.08 0.068
H 5.912015 8.576664 9.358069 0.00 0.00 -0.02 0.087
H 2.866495 5.875907 7.882621 0.06 0.05 0.05 0.088
H 5.425692 -7.113699 -6.304380 0.03 0.11 0.05 0.086
H 3.905126 4.379607 4.877565 -0.05 -0.11 0.00 0.090
O 5.153877 9.737215 7.792762 -0.13 -0.04 0.04 -0.215
C 2.926462 9.889977 5.786049 -0.20 0.06 -0.06 -0.090
H -3.828189 -3.619744 0.129438 0.01 -0.05 -0.07 0.091
H 5.666977 4.468690 5.099189 0.00 0.03 0.16 0.092
N -3.223225 4.125425 4.704339 0.58 -0.23 -0.25 -0.178
H 0.072704 -7.282208 -2.476220 -0.04 0.01 -0.01 0.087
H 3.090491 10.872081 5.347071 0.07 -0.02 0.01 0.089
H -2.297271 -3.126104 0.879503 0.12 -0.11 -0.04 0.087
C 0.977128 1.486143 -8.319412 0.17 0.04 -0.08 -0.084
H 3.492096 -0.083379 2.034564 -0.07 0.05 -0.21 -0.011
C -6.453331 -5.563378 -3.005016 0.21 0.04 0.04 -0.079
H -5.395490 -5.805593 -3.008418 -0.14 -0.04 0.00 0.049
P 3.710170 2.666093 7.307027 -0.01 -0.02 -0.26 0.329
H 4.161757 -6.592441 -7.434099 0.01 0.02 0.00 0.088
C 2.566866 0.389753 2.264460 0.03 -0.02 0.30 0.033
O -7.210102 -6.455605 -5.739690 -0.16 0.07 -0.04 -0.225
H 5.320693 -2.938261 -5.366817 -0.01 -0.03 -0.04 0.086
H -0.341639 3.084701 6.051359 0.13 -0.59 0.03 0.067
P 4.921849 -4.016859 -7.770615 -0.14 0.05 -0.03 0.322
S -1.573088 0.195384 -0.245886 0.15 -0.42 0.30 0.680
O 2.494312 2.414981 6.546645 -0.28 0.05 0.34 -0.195
C -1.977254 0.000602 1.276787 -0.86 0.38 -0.30 -0.733
C 2.674508 -2.738965 -7.567049 -0.06 0.09 -0.08 -0.091
C 4.573675 3.281262 9.699449 0.09 0.00 0.15 -0.095
C -0.885042 -4.353783 -4.100017 0.03 0.01 -0.14 -0.077
C -3.204007 0.573334 -7.179049 -0.21 0.08 0.05 -0.086
H 1.538005 1.535173 -7.386088 -0.02 0.00 0.00 0.090
O -3.609656 -4.803349 -2.609638 0.24 -0.14 -0.08 -0.221
O -0.390951 1.120941 -8.083888 -0.03 0.02 0.13 -0.209
O 4.724647 1.437433 7.378265 0.10 0.15 0.04 -0.221
H 4.510012 4.285929 10.113921 -0.03 0.01 -0.05 0.087
O -8.765000 -8.205709 -4.666234 0.07 -0.03 0.05 -0.228
H 2.921597 -2.490540 -8.600032 0.03 -0.08 0.00 0.089
P 4.842492 8.480666 6.875165 -0.03 -0.16 -0.03 0.327
H -11.043814 -6.311233 -4.820460 0.03 -0.05 -0.03 0.088
H -6.646635 -4.805656 -3.763258 -0.07 -0.05 -0.02 0.088
O 5.993713 7.647253 6.538439 -0.03 0.05 -0.15 -0.218
H 2.654325 10.004889 6.834424 0.05 -0.03 0.01 0.086
H 5.426433 -1.281456 -5.992283 -0.01 -0.01 -0.03 0.089
H -0.609334 -3.392219 -4.526608 0.01 0.01 0.04 0.075
H -0.377875 0.532781 -3.635225 0.03 0.05 -0.07 0.090
H -1.838449 4.435297 0.949615 1.25 -1.16 -0.36 0.054
H 5.920547 10.334441 9.594485 -0.09 0.04 -0.07 0.086
C -1.800610 2.358191 3.060470 0.53 2.05 0.82 -0.451
H -3.885691 0.300575 -6.374865 0.03 -0.03 0.00 0.091
O 3.514389 -3.799744 -7.068422 0.16 -0.13 0.00 -0.223
N -4.244536 0.022508 4.363947 -0.12 0.20 0.68 -0.001
O -0.759830 4.811516 4.136918 0.25 -1.01 0.29 -0.143
O 4.116135 9.110180 5.619907 0.15 0.04 0.11 -0.200
C 6.076621 9.537816 8.871084 0.13 0.02 0.11 -0.093
H -2.038603 0.282213 -4.201865 0.01 0.00 -0.02 0.091
H -2.811803 1.571908 -6.991719 0.05 -0.03 -0.01 0.087
H -3.248544 5.128761 4.565656 -0.21 0.00 0.24 -0.036
H 7.096915 9.584548 8.493907 -0.01 -0.06 -0.02 0.089
H -5.196592 -6.902802 -5.623636 -0.02 -0.01 0.03 0.087
H -4.733584 0.504528 3.626216 0.02 -0.13 -0.12 0.057
C 3.079882 6.599366 7.100522 -0.27 -0.12 -0.10 -0.062
C -2.527218 3.593172 0.988671 -0.27 -0.13 0.54 0.008
C -1.990250 0.867662 3.469235 0.31 -0.04 2.11 -0.410
O 3.696908 7.751853 7.701291 0.10 0.16 0.08 -0.217
O -0.665679 0.835913 -5.650127 0.07 0.05 -0.20 -0.215
O -9.122369 -5.666713 -4.395083 0.10 0.03 -0.14 -0.212
O 4.866551 -4.307353 -9.201376 0.11 0.14 -0.01 -0.223
P -2.285577 -5.018849 -2.022786 0.09 0.19 0.16 0.344
H -10.019262 -6.031326 -6.248298 0.01 -0.01 0.01 0.086
C 5.218398 -6.505322 -7.181303 0.01 -0.17 -0.03 -0.093
H 4.510685 2.556507 10.511066 -0.03 0.00 -0.02 0.086
H 3.729051 6.138828 6.361116 0.08 0.04 0.05 0.063
C 5.854892 -2.281029 -6.051309 0.01 0.14 0.15 -0.090
O 0.269193 -1.132610 -7.017237 -0.20 -0.04 -0.03 -0.216
C -10.271851 -5.674444 -5.249673 -0.15 0.01 -0.05 -0.096
```
Positions in Å, forces in eV/Å.

- Kohn-Sham gap (eV) = 7.20
- total energy (eV) = -166380.75511
- total charge = -1
- HOMO energy (eV) = -5.40